Formula: C25H48Cl3N4O4SiTb
Source: the Open Molecules 2025 dataset
Level of theory: wB97M-V/def2-TZVPD

Calculated values
ΔE to the lowest compared entry with this formula, charge and spin	22.3	kcal/mol
highest occupied orbital energy (alpha / beta)	-7.1 / -7.1	eV
gap between HOMO and LUMO (alpha / beta)	7.00 / 7.00	eV
DFT total energy	-3996.0560	Ha
multiplicity	7

Element x y z (Å)
C 2.577 -2.576 -3.041
C 1.996 -1.674 -4.109
H 2.022 -3.521 -2.975
H 2.541 -2.096 -2.072
H 3.600 -2.872 -3.313
C 1.874 -2.162 -5.364
C 2.213 -3.548 -5.768
H 1.621 -1.487 -6.166
H 1.698 -4.330 -5.178
H 3.299 -3.754 -5.703
H 1.936 -3.681 -6.818
Tb 0.814 0.295 1.432
Cl 3.297 -0.019 2.234
Cl 1.739 1.869 -0.377
C -0.152 3.203 1.588
O -0.565 2.011 1.798
N -0.875 4.165 1.025
C -2.271 3.908 0.678
C -0.203 5.261 0.319
H 0.875 3.464 1.862
H -2.784 3.445 1.535
H -2.311 3.227 -0.183
H -2.749 4.850 0.413
H 0.692 5.592 0.855
H -0.897 6.106 0.195
H 0.097 4.935 -0.688
H -0.349 -5.154 2.998
H -0.567 -3.348 0.018
C -1.371 -4.805 2.748
C -1.520 -3.640 0.523
N -1.354 -3.565 1.980
H -1.913 -4.613 3.689
C -0.924 -2.400 2.522
O -0.674 -1.392 1.801
H -2.281 -2.930 0.190
H -0.778 -2.355 3.633
H -1.895 -5.552 2.134
H -1.782 -4.684 0.257
O 0.850 0.011 -2.690
C 1.745 -0.208 -3.773
C 0.153 0.243 -5.651
C 1.271 0.633 -4.920
H -0.346 -0.719 -5.434
C -0.314 1.051 -6.684
H 2.711 0.141 -3.380
C 1.854 1.878 -5.065
H -1.114 0.691 -7.345
C 0.329 2.290 -6.906
C 1.397 2.722 -6.104
H 2.668 2.154 -4.402
H -0.037 2.941 -7.717
H 1.914 3.665 -6.294
Si -0.679 0.351 -1.871
Cl 0.152 -1.694 -0.927
C -1.906 -0.303 -3.196
C -0.741 2.227 -2.401
C -2.010 0.258 -0.355
H -1.791 0.332 -4.092
H -2.940 -0.233 -2.814
H -1.632 -1.343 -3.451
H -1.927 -0.773 0.084
H -3.048 0.370 -0.805
H -1.867 0.997 0.451
H -0.912 2.208 -3.524
H 0.205 2.794 -2.160
H -1.639 2.674 -1.936
C -1.848 0.854 4.601
N -0.942 0.326 5.592
C -1.407 0.121 6.941
C 0.290 0.012 5.121
O 0.500 0.190 3.874
N 1.250 -0.494 5.944
C 1.266 -0.354 7.388
C 2.467 -1.001 5.358
H -2.811 1.073 5.063
H -1.967 0.138 3.774
H -1.417 1.772 4.161
H -1.195 -0.890 7.309
H -0.971 0.852 7.633
H -2.492 0.260 6.981
H 2.268 -0.599 7.721
H 1.050 0.672 7.706
H 0.588 -1.053 7.892
H 2.271 -1.867 4.717
H 2.951 -0.243 4.737
H 3.131 -1.298 6.176